# 1
Here is a cluster of 2 separate species, C3H11N3O in total at a distorted geometry from the OMol25 dataset. Energies are from wB97M-V/def2-TZVPD.

Positions of all 18 atoms, in Å:
H1 1.22231 -1.69207 1.13981
N1 0.36486 -1.25785 0.80496
C1 0.67664 -0.03883 0.44395
N2 1.12980 0.93275 1.31584
N3 0.11392 0.52385 -0.70147
C2 0.29311 -0.15681 -1.97625
C3 -0.86250 -0.80393 -2.70528
H2 1.54373 1.62607 0.69885
H3 0.89044 1.35660 2.22054
H4 -0.90441 0.65702 -0.57412
H5 1.10087 -0.91394 -1.85273
H6 0.80253 0.58945 -2.61347
H7 -0.97805 -1.76577 -2.22879
H8 -0.59772 -1.06321 -3.75149
H9 -1.85110 -0.27166 -2.63104
O1 -1.05776 0.79718 3.80955
H10 -1.74084 0.72926 4.47714
H11 -0.14582 0.75188 4.12400

Computed properties:
LUMO level: 0.02489 Eh
net charge: 0
relative energy (zero: lowest compared OMol25 entry of this formula, charge and spin): 65.0 kcal per mole

---

# 2
Here is the molecule C5H7NO from the OMol25 dataset. Energies are from wB97M-V/def2-TZVPD.

Positions of all 14 atoms, in Å:
C1 -1.63527 -0.90599 -0.26802
N1 -1.76878 0.53734 -0.30387
C2 -0.47129 0.02416 -0.03949
C3 0.72142 0.13287 1.00861
C4 1.68982 -0.28275 -0.12514
C5 0.72506 0.74586 -0.67326
O1 0.88024 1.51717 0.58031
H1 -1.93544 -1.37671 0.67253
H2 -1.90639 -1.50533 -1.15480
H3 -2.35591 1.04081 0.34641
H4 0.94017 -0.10967 2.05128
H5 1.67116 -1.29270 -0.54356
H6 2.69361 0.11685 0.01866
H7 0.75161 1.35809 -1.56968

Computed properties:
LUMO level: 0.04093 Eh
net charge: 0
relative energy (zero: lowest compared OMol25 entry of this formula, charge and spin): 115.6 kcal per mole

---

# 3
Here is a structure of composition C27H21BF2N6O3Re from the OMol25 dataset. Energies are from wB97M-V/def2-TZVPD.

Positions of all 61 atoms, in Å:
Re1 -0.19097 0.20162 -0.21311
O1 0.24218 2.02305 0.42792
C1 -0.54243 2.85609 1.08950
C2 0.04028 3.70994 2.03769
C3 -0.73170 4.58432 2.77134
C4 -2.11350 4.63942 2.58901
C5 -2.69780 3.81840 1.64966
C6 -1.93389 2.93018 0.88475
C7 -2.54977 2.15225 -0.17634
N1 -2.08596 1.03709 -0.73475
C8 -2.93264 0.71829 -1.78132
C9 -3.93241 1.62609 -1.83068
N2 -3.67794 2.52327 -0.81630
H1 1.11181 3.64769 2.17497
H2 -0.25923 5.22657 3.50372
H3 -2.72066 5.31186 3.17904
H4 -3.77435 3.84551 1.51990
H5 -2.74694 -0.12976 -2.41269
H6 -4.77562 1.72450 -2.48917
H7 -4.18094 3.37316 -0.63439
O2 1.72673 -0.20178 0.44252
N3 1.92756 -0.22801 1.71310
N4 0.87987 -0.24814 2.41663
O3 -0.34287 -0.21670 1.91032
C10 1.00537 -0.34510 3.83963
C11 -0.07603 0.03566 4.61620
C12 0.03096 -0.05546 5.99594
C13 1.19873 -0.52190 6.57977
C14 2.26904 -0.90547 5.78215
C15 2.18085 -0.82495 4.40247
H8 -0.97549 0.39219 4.13663
H9 -0.80537 0.24052 6.61515
H10 1.27486 -0.59269 7.65681
H11 3.17757 -1.27923 6.23536
H12 2.99697 -1.13218 3.76567
C16 2.76252 -4.03724 1.49650
C17 2.91658 -3.71199 0.15725
C18 1.89898 -3.08215 -0.53896
C19 0.70805 -2.76563 0.10216
C20 0.54609 -3.08683 1.44594
C21 1.57325 -3.72061 2.13195
N5 -0.32294 -2.06127 -0.67256
N6 -0.15461 -2.33774 -2.09642
C22 0.04588 -1.22764 -2.78911
C23 0.18450 -1.36129 -4.20954
C24 0.39900 -0.26516 -4.98424
C25 0.48640 1.02616 -4.40333
C26 0.34969 1.17806 -3.04810
C27 0.12346 0.08013 -2.18127
H13 3.55955 -4.53087 2.03727
H14 3.83958 -3.94392 -0.35812
H15 2.02768 -2.82315 -1.57813
H16 -0.35318 -2.82864 1.97851
H17 1.43116 -3.96040 3.17842
H18 0.10858 -2.35504 -4.63219
H19 0.50175 -0.37388 -6.05690
H20 0.66100 1.88678 -5.03637
H21 0.41743 2.17089 -2.61442
F1 -2.66378 -2.09402 -1.26090
B1 -1.72961 -2.28510 -0.34413
F2 -2.16668 -2.65945 0.84771

Computed properties:
multiplicity: 4
LUMO level (alpha / beta): 0.01134 / -0.02204 Eh
net charge: 0
<S²>: 3.7938
relative energy (zero: lowest compared OMol25 entry of this formula, charge and spin): 40.5 kcal per mole

---

# 4
Here is the molecule C9H12N2O3 at a distorted geometry from the OMol25 dataset. Energies are from wB97M-V/def2-TZVPD.

Positions of all 26 atoms, in Å:
C1 -0.59083 -0.01059 -3.79417
C2 -0.62679 0.32391 -2.24959
C3 0.67765 1.13902 -1.88547
C4 0.82253 1.27363 -0.37077
O1 -0.31410 2.04712 0.22274
C5 -0.72646 1.37055 1.45555
C6 0.07392 0.14074 1.46491
C7 1.02569 0.08411 0.50787
N1 1.73090 -1.03193 0.49214
N2 1.32156 -1.68227 1.62829
C8 0.22252 -1.04823 2.10277
C9 -0.48483 -1.45602 3.37721
O2 -1.30452 -0.69391 3.92042
O3 -0.13976 -2.67566 3.84991
H1 -1.29332 -0.74180 -4.05772
H2 -0.91234 0.81321 -4.45271
H3 0.38179 -0.33298 -4.19281
H4 -0.67824 -0.62392 -1.76403
H5 -1.63189 0.80131 -1.97926
H6 0.51475 2.15467 -2.31782
H7 1.63357 0.75484 -2.20993
H8 1.73159 1.81567 -0.08490
H9 -1.69372 0.90952 1.33031
H10 -0.71913 1.92067 2.36112
H11 1.50272 -2.72247 1.86617
H12 -0.52324 -2.52917 4.77978

Computed properties:
LUMO level: 0.01336 Eh
net charge: 0
relative energy (zero: lowest compared OMol25 entry of this formula, charge and spin): 59.6 kcal per mole

---

# 5
Here is a structure of composition C38H52LaN6O6SSi at a distorted geometry from the OMol25 dataset. Energies are from wB97M-V/def2-TZVPD.

Positions of all 105 atoms, in Å:
La1 -0.52171 -0.10979 0.52860
C1 1.76413 -1.91670 3.28883
C2 2.13490 -0.57703 3.28924
C3 1.27235 0.38246 3.81025
C4 0.03485 0.00146 4.31133
C5 -0.33943 -1.33487 4.30012
C6 0.52728 -2.29525 3.79534
H1 2.44217 -2.66441 2.89587
H2 3.10365 -0.28918 2.89720
H3 1.55651 1.42359 3.83102
H4 -0.64264 0.75454 4.68859
H5 -1.31540 -1.62323 4.66811
H6 0.24165 -3.34011 3.78843
C7 3.26741 4.51461 3.56286
C8 2.64673 3.93019 2.32979
C9 1.80824 4.81488 1.47975
C10 0.38420 4.43072 -0.19575
C11 0.42360 2.96676 -0.51419
C12 2.10447 2.24927 0.73102
C13 2.82867 2.67204 1.94139
S1 -1.23060 2.53390 -1.28311
O1 -2.05484 3.72278 -1.17322
O2 -0.97327 2.07446 -2.63434
N1 -1.91785 1.30140 -0.48888
C14 -2.98270 1.67145 0.44746
C15 -3.03756 0.72965 1.65810
O3 -4.11297 0.45809 2.15558
O4 -1.89153 0.28310 2.08484
H7 2.49100 4.79245 4.28038
H8 3.83621 5.41534 3.32306
H9 3.93384 3.79064 4.03199
H10 1.99886 5.83366 1.79608
H11 -0.21678 5.03010 -0.86264
H12 2.39738 1.24926 0.39270
H13 3.48034 1.98682 2.47031
H14 -3.95533 1.63830 -0.04413
H15 -2.84567 2.69109 0.82229
O5 3.12858 2.97240 -1.40238
C16 2.28057 3.22437 -0.52931
N2 0.56877 2.32732 0.81918
C17 0.03858 3.24451 1.84045
O6 -0.26545 2.87911 2.94341
C18 0.21852 4.63586 1.30883
C19 -0.36488 6.00725 1.48682
C20 0.17475 7.01929 0.77350
C21 1.31811 7.05141 -0.18812
C22 2.14302 6.06482 -0.60499
C23 1.89265 4.68753 -0.07664
H16 -1.20750 6.18301 2.14461
H17 -0.27983 7.99398 0.91537
H18 1.49949 8.04204 -0.59168
H19 2.94079 6.25755 -1.31344
C24 0.05816 -0.89646 -2.85237
N3 1.20843 -0.31863 -2.12005
C25 2.24480 -1.35634 -2.00145
N4 2.65624 -1.90469 -3.29350
C26 1.46547 -2.43740 -3.96526
N5 0.43315 -1.42309 -4.16279
C27 1.00410 -0.32300 -4.94842
N6 2.17676 0.25004 -4.29303
C28 1.77526 0.76224 -2.98030
C29 3.17056 -0.79628 -4.11018
H20 -0.69016 -0.11445 -2.97327
H21 -0.34440 -1.72805 -2.26307
H22 1.86661 -2.17838 -1.38787
H23 3.12079 -0.91839 -1.51516
H24 1.05167 -3.25043 -3.36157
H25 1.76382 -2.83785 -4.93767
H26 0.24990 0.45687 -5.06359
H27 1.28862 -0.70529 -5.93297
H28 1.01531 1.52171 -3.11261
H29 2.63179 1.20965 -2.48320
H30 4.04983 -0.37217 -3.62041
H31 3.46370 -1.19437 -5.08592
C30 -2.76667 -2.95010 1.97833
Si1 -1.77022 -2.84342 0.32376
C31 -3.25051 -2.99728 -0.98678
C32 -4.23623 -4.10947 -0.60026
C33 -4.00159 -1.65860 -0.94110
C34 -2.82768 -3.22885 -2.44338
C35 -0.69196 -4.53871 0.36275
C36 -0.76797 -5.35331 -0.93252
C37 0.78195 -4.18375 0.58000
C38 -1.12401 -5.45394 1.51429
H32 -3.42891 -3.81673 2.03642
H33 -3.37595 -2.04967 2.09574
H34 -2.09245 -2.97610 2.83681
H35 -4.72754 -3.88922 0.34865
H36 -3.74077 -5.08030 -0.51824
H37 -5.01713 -4.19836 -1.36712
H38 -4.32675 -1.39862 0.07083
H39 -4.89639 -1.71038 -1.57446
H40 -3.37655 -0.84228 -1.31528
H41 -2.29269 -4.16920 -2.57781
H42 -2.20807 -2.41474 -2.81919
H43 -3.72410 -3.26748 -3.07537
H44 -0.41011 -4.77370 -1.78762
H45 -1.78450 -5.68966 -1.14218
H46 -0.13158 -6.24467 -0.84262
H47 1.17589 -3.61393 -0.26479
H48 1.38150 -5.09975 0.67234
H49 0.92116 -3.59316 1.48742
H50 -2.14211 -5.82114 1.36937
H51 -1.08092 -4.93831 2.47361
H52 -0.45388 -6.32329 1.57316

Computed properties:
LUMO level: 0.07998 Eh
net charge: -1
relative energy (zero: lowest compared OMol25 entry of this formula, charge and spin): 149.9 kcal per mole